Record 1
8
Properties=species:S:1:pos:R:3:nbo_charge:R:1 method="wB97M-V/def2-TZVPD" charge=-1 max_force_ev_per_a=2.045 homo_ev=-4.144 gap_ev=8.36 energy_ev=-15960.739
C -0.789 -0.404 3.217 0.753
N -0.523 -0.936 2.177 -0.799
O -0.935 -0.115 4.371 -0.665
O -1.250 0.445 0.401 -1.119
P -0.510 0.541 -0.974 0.641
H -0.902 -0.438 1.126 0.464
H 0.572 -0.432 -0.838 -0.127
H 0.662 1.433 -0.784 -0.148

=====

Record 2
8
Properties=species:S:1:pos:R:3:nbo_charge:R:1 method="wB97M-V/def2-TZVPD" charge=-1 max_force_ev_per_a=3.252 homo_ev=-3.393 gap_ev=7.94 energy_ev=-15960.479
C -1.280 -0.122 0.033 0.869
N 0.098 -0.611 -0.205 -1.056
O -2.296 -0.767 0.029 -0.731
O -1.164 1.119 0.221 -0.782
P 0.961 0.790 -0.233 0.616
H 0.443 -1.445 -0.671 0.388
H 2.327 -0.005 -0.264 -0.213
H 0.911 1.040 1.091 -0.090

=====

Record 3
8
Properties=species:S:1:pos:R:3:nbo_charge:R:1 method="wB97M-V/def2-TZVPD" charge=0 max_force_ev_per_a=3.443 homo_ev="-7.960 / -7.962" gap_ev="6.11 / 6.15" energy_ev=-17499.064
C 0.841 -0.103 -0.303 -0.301
N 0.606 1.625 1.123 -0.074
O -1.803 -1.364 0.330 -0.671
O 0.003 0.747 0.559 -0.220
S -2.806 -0.290 -0.047 0.673
H 0.329 -0.083 -1.260 0.190
H 1.109 -1.033 0.043 0.204
H 1.721 0.500 -0.446 0.199

=====

Record 4
8
Properties=species:S:1:pos:R:3:nbo_charge:R:1 method="wB97M-V/def2-TZVPD" charge=0 max_force_ev_per_a=3.272 homo_ev="-9.885 / -10.312" gap_ev="8.58 / 8.12" energy_ev=-17501.142
C 1.056 -0.416 0.101 -0.632
N 0.659 -0.140 -1.146 -0.102
O -1.600 -0.354 0.629 -0.888
O -1.564 1.850 -0.399 -0.841
S -1.735 0.398 -0.579 1.654
H 0.040 -0.735 0.638 0.314
H 1.282 0.511 0.594 0.264
H 1.864 -1.114 0.162 0.230

=====

Record 5
8
Properties=species:S:1:pos:R:3:nbo_charge:R:1 method="wB97M-V/def2-TZVPD" charge=0 max_force_ev_per_a=3.041 homo_ev=-9.977 gap_ev=9.14 energy_ev=-17503.974
C -0.396 -0.617 1.019 -0.010
N -0.795 -1.130 -0.065 -0.678
O 0.396 2.017 -0.508 -0.851
O 2.165 0.774 -1.496 -0.835
S 0.763 0.987 -1.488 1.667
H 0.620 -0.142 0.875 0.168
H -0.946 -0.661 2.011 0.167
H -1.806 -1.227 -0.349 0.372

=====

Record 6
8
Properties=species:S:1:pos:R:3:nbo_charge:R:1 method="wB97M-V/def2-TZVPD" s2=2.0107 spin_multiplicity=3 charge=0 max_force_ev_per_a=4.736 homo_ev="-8.610 / -10.096" gap_ev="8.92 / 8.31" energy_ev=-17500.494
C 1.036 0.136 0.091 -0.635
N -1.214 -0.854 -0.403 -0.178
O -1.508 -1.867 0.155 -0.198
O -1.247 1.712 -0.441 -0.882
S -0.990 0.594 0.491 1.285
H 1.467 -0.214 0.935 0.198
H 1.425 1.019 -0.172 0.205
H 1.031 -0.525 -0.656 0.205

=====

Record 7
9
Properties=species:S:1:pos:R:3:nbo_charge:R:1 method="wB97M-V/def2-TZVPD" smiles="NS(=O)(=O)C=S" charge=0 max_force_ev_per_a=4.789 homo_ev=-9.554 gap_ev=8.36 energy_ev=-28338.472
C 1.522 0.377 1.704 -0.626
N 0.580 -1.073 -0.778 -1.091
O -0.953 -0.346 0.857 -0.953
O 0.652 -2.021 1.557 -0.949
S 1.364 1.912 1.811 0.274
S 0.368 -0.830 0.808 2.234
H 2.262 -0.442 2.408 0.262
H 1.045 -1.850 -1.177 0.416
H -0.414 -0.905 -1.145 0.433

=====

Record 8
8
Properties=species:S:1:pos:R:3:nbo_charge:R:1 method="wB97M-V/def2-TZVPD" s2=2.0078 spin_multiplicity=3 charge=0 max_force_ev_per_a=13.190 homo_ev="-5.585 / -10.986" gap_ev="5.96 / 7.88" energy_ev=-8709.237
C 1.461 0.446 -0.143 0.852
N 1.625 -0.752 -0.147 -0.782
O 1.383 1.594 0.015 -0.519
O -1.741 0.609 -0.093 -0.380
O -1.024 -0.557 -0.273 -0.454
H 0.902 -1.480 -0.439 0.427
H -1.265 -1.126 0.494 0.451
H -1.342 1.266 0.585 0.405

=====

Record 9
9
Properties=species:S:1:pos:R:3:nbo_charge:R:1 method="wB97M-V/def2-TZVPD" smiles="CP([O-])ON=O" charge=-1 max_force_ev_per_a=4.008 homo_ev=-3.165 gap_ev=7.76 energy_ev=-18005.852
C 0.013 0.182 -0.208 -1.007
N -3.131 -1.060 -0.376 0.300
O -2.519 -0.115 -0.938 -0.573
O -2.892 -1.385 0.795 -0.441
O -2.111 1.500 1.161 -1.155
P -1.641 1.348 -0.216 1.258
H 0.219 -0.137 -1.166 0.195
H -0.569 -0.540 0.286 0.223
H 0.787 0.660 0.443 0.199

=====

Record 10
10
Properties=species:S:1:pos:R:3:nbo_charge:R:1 method="wB97M-V/def2-TZVPD" charge=0 max_force_ev_per_a=4.661 homo_ev="-9.855 / -9.856" gap_ev="8.43 / 8.43" energy_ev=-30385.465
C -0.358 0.470 -0.996 -0.860
N 0.548 0.513 1.538 -1.113
O 0.823 -0.332 -3.271 -0.848
O 0.308 -1.622 0.400 -0.945
O -1.836 -0.270 0.956 -0.912
S 0.468 -0.763 -1.961 1.303
S -0.437 -0.353 0.526 2.233
H -1.097 1.244 -1.154 0.275
H 0.253 1.264 2.240 0.438
H 1.327 -0.150 1.724 0.429

=====

Record 11
9
Properties=species:S:1:pos:R:3:nbo_charge:R:1 method="wB97M-V/def2-TZVPD" smiles="O=[N+]([O-])O.C=O" charge=0 max_force_ev_per_a=2.695 homo_ev=-10.593 gap_ev=10.99 energy_ev=-10760.622
C 0.719 0.267 -0.434 0.274
N -3.496 0.085 0.018 0.738
O -2.621 0.862 -0.004 -0.344
O -4.691 0.277 -0.019 -0.348
O 0.126 -0.692 -0.026 -0.520
O -3.183 -1.281 -0.059 -0.554
H 0.061 1.130 -0.622 0.125
H -2.287 -1.502 0.223 0.507
H 1.702 0.209 -0.932 0.122

=====

Record 12
9
Properties=species:S:1:pos:R:3:nbo_charge:R:1 method="wB97M-V/def2-TZVPD" smiles=OO[C@]1(O)NO1 charge=0 max_force_ev_per_a=1.298 homo_ev=-10.451 gap_ev=11.10 energy_ev=-10760.515
N -0.152 -1.327 -0.482 -0.351
C 0.503 -0.220 0.080 0.781
O -0.062 1.064 -0.096 -0.279
O -1.459 1.046 0.066 -0.440
O 1.837 -0.098 -0.007 -0.664
O -0.019 -1.054 0.991 -0.368
H -1.599 1.329 0.985 0.472
H 2.075 0.373 -0.816 0.496
H -1.124 -1.113 -0.721 0.353